Here is a cluster of 2 separate species, C3HBr2F3O in total from the Open Molecules 2025 dataset. Energies are from wB97M-V/def2-TZVPD.

Frontier orbital gap, eV: 8.9
2S+1: 1
HOMO level, eV: -9.96

Cartesian coordinates (Å):
C (0.656, -0.952, -0.686)
C (-0.307, -0.067, 0.020)
C (3.891, 0.804, 0.799)
O (0.610, -1.186, -1.844)
F (-0.035, 0.214, 1.219)
F (-0.447, 1.057, -0.732)
F (4.681, 0.995, 1.863)
Br (2.139, -1.417, 0.638)
Br (5.050, 0.003, -0.558)
H (-1.374, -0.485, -0.102)

---

Here is a structure of composition C21H43As3FN3O2RbSi from the Open Molecules 2025 dataset. Energies are from wB97M-V/def2-TZVPD.

Frontier orbital gap, eV: 6.0
2S+1: 1
Net charge: -1
HOMO level, eV: -3.81

Cartesian coordinates (Å):
Rb (1.552, 2.106, 0.665)
N (2.443, 4.525, -3.223)
N (2.950, 4.791, -1.938)
C (3.147, 3.719, -1.022)
O (3.195, 4.090, 0.180)
O (3.231, 2.557, -1.468)
H (2.893, 5.142, -3.885)
H (1.441, 4.680, -3.264)
H (2.565, 5.596, -1.466)
C (0.315, 1.353, -3.517)
As (1.367, 0.325, -2.225)
C (2.840, -0.087, -3.445)
C (0.283, -1.320, -2.348)
C (0.800, -2.592, -1.628)
C (1.332, -3.572, -2.679)
C (1.958, -2.303, -0.648)
As (1.535, -1.108, 0.880)
C (3.424, -0.645, 1.258)
C (1.359, -2.468, 2.272)
C (-0.321, -3.252, -0.815)
As (-1.890, -4.112, -1.678)
C (-3.231, -3.335, -0.477)
C (-2.329, -2.987, -3.220)
H (0.078, 0.734, -4.385)
H (0.921, 2.208, -3.817)
H (-0.606, 1.699, -3.050)
H (2.460, -0.500, -4.382)
H (3.532, -0.792, -2.987)
H (3.362, 0.853, -3.617)
H (0.092, -1.531, -3.405)
H (-0.676, -1.009, -1.925)
H (2.142, -3.111, -3.250)
H (0.555, -3.860, -3.392)
H (1.720, -4.479, -2.210)
H (2.794, -1.842, -1.180)
H (2.342, -3.246, -0.243)
H (4.030, -1.553, 1.256)
H (3.497, -0.164, 2.232)
H (3.816, 0.031, 0.493)
H (2.176, -3.190, 2.215)
H (0.407, -2.984, 2.152)
H (1.366, -1.971, 3.242)
H (-0.730, -2.536, -0.094)
H (0.118, -4.069, -0.231)
H (-3.080, -3.727, 0.529)
H (-4.227, -3.616, -0.817)
H (-3.144, -2.248, -0.450)
H (-1.586, -3.101, -4.006)
H (-2.441, -1.933, -2.975)
H (-3.283, -3.374, -3.585)
C (-1.784, 1.895, -0.429)
Si (-2.337, 1.875, 1.371)
C (-3.757, 0.642, 1.465)
C (-3.062, 3.575, 1.712)
N (-0.989, 1.488, 2.291)
C (-0.924, 1.252, 3.607)
C (-1.987, 1.312, 4.550)
C (-1.830, 1.039, 5.903)
C (-0.598, 0.682, 6.432)
C (0.488, 0.614, 5.555)
C (0.300, 0.891, 4.229)
F (1.398, 0.809, 3.404)
H (-2.622, 1.878, -1.131)
H (-1.161, 1.015, -0.626)
H (-1.189, 2.784, -0.664)
H (-4.401, 0.743, 0.586)
H (-4.372, 0.796, 2.354)
H (-3.384, -0.385, 1.498)
H (-3.796, 3.853, 0.948)
H (-2.275, 4.332, 1.720)
H (-3.560, 3.607, 2.684)
H (-2.970, 1.588, 4.184)
H (-2.695, 1.114, 6.552)
H (-0.469, 0.461, 7.483)
H (1.483, 0.349, 5.892)

---

Here is a structure of composition H42O29S2Zn from the Open Molecules 2025 dataset. Energies are from wB97M-V/def2-TZVPD.

Frontier orbital gap, eV: 4.9
2S+1: 1
Net charge: -2
HOMO level, eV: -2.02

Cartesian coordinates (Å):
Zn (-0.174, -0.271, 0.165)
S (-3.007, -1.923, 0.879)
O (-1.735, -1.280, 0.626)
O (-3.446, -1.830, 2.261)
O (-3.969, -1.278, 0.051)
O (-2.871, -3.293, 0.434)
S (-0.403, -0.258, 3.303)
O (-1.807, -0.038, 3.504)
O (0.050, 0.152, 1.994)
O (0.290, 0.579, 4.326)
O (-0.080, -1.652, 3.568)
O (-3.838, 1.312, 0.749)
H (-3.898, 0.362, 0.655)
H (-3.876, 1.463, 1.694)
O (1.544, 0.974, 0.065)
H (2.149, 0.967, 0.807)
H (2.045, 1.370, -0.649)
O (-3.370, -0.845, -4.647)
H (-2.872, -0.462, -3.924)
H (-3.455, -1.770, -4.416)
O (-0.457, -3.766, 2.194)
H (-1.172, -3.302, 1.759)
H (-0.095, -3.127, 2.809)
O (2.808, -2.296, -1.682)
H (3.711, -2.045, -1.877)
H (2.620, -3.008, -2.293)
O (-1.038, 1.612, 0.069)
H (-1.798, 1.791, -0.486)
H (-0.626, 2.467, 0.194)
O (0.945, -3.842, -3.143)
H (1.030, -2.980, -3.551)
H (0.146, -3.782, -2.620)
O (-0.272, -0.242, -1.920)
H (0.056, 0.365, -2.584)
H (-1.202, -0.342, -2.125)
O (0.664, 1.960, -3.608)
H (0.517, 1.514, -4.442)
H (1.511, 2.393, -3.714)
O (5.203, 0.393, 0.204)
H (5.203, 0.968, 0.970)
H (4.707, -0.377, 0.482)
O (0.234, 3.757, 2.139)
H (0.259, 4.188, 2.992)
H (0.132, 4.472, 1.511)
O (3.910, -1.722, 1.262)
H (3.220, -1.866, 0.614)
H (3.554, -2.079, 2.076)
O (2.336, -2.714, 3.488)
H (1.555, -2.167, 3.576)
H (1.996, -3.587, 3.292)
O (3.371, 2.755, -1.565)
H (3.912, 2.926, -0.795)
H (3.986, 2.433, -2.224)
O (-2.295, 2.460, 2.974)
H (-1.497, 2.963, 2.814)
H (-1.989, 1.566, 3.125)
O (0.856, 4.228, -2.169)
H (0.779, 3.333, -2.500)
H (1.629, 4.209, -1.605)
O (-2.925, 0.006, -2.000)
H (-3.337, -0.427, -1.252)
H (-3.487, 0.761, -2.179)
O (0.974, -2.007, 0.263)
H (0.531, -2.779, 0.616)
H (1.294, -2.285, -0.595)
O (-1.342, -3.170, -1.742)
H (-1.868, -2.831, -2.467)
H (-1.917, -3.109, -0.979)
O (-3.222, 3.373, -1.039)
H (-3.687, 2.951, -1.761)
H (-3.614, 3.000, -0.250)
O (2.580, 1.397, 2.557)
H (1.926, 0.993, 3.128)
H (2.405, 2.336, 2.619)

---

Here is the molecule C9H10O5 from the Open Molecules 2025 dataset. Energies are from wB97M-V/def2-TZVPD.

Frontier orbital gap, eV: 8.6
2S+1: 1
HOMO level, eV: -8.00

Cartesian coordinates (Å):
C (2.907, 0.753, -0.064)
C (3.016, -0.615, -0.136)
C (1.680, 1.392, -0.168)
C (1.839, -1.405, 0.041)
C (0.562, 0.624, -0.207)
C (0.642, -0.752, -0.036)
C (-0.847, 1.327, -0.183)
C (-0.760, -1.408, 0.205)
C (-1.910, 0.310, -0.334)
O (-1.023, 2.036, 1.028)
O (-1.110, -1.540, 1.431)
O (-1.126, -2.413, -0.670)
O (-2.419, 0.053, -1.670)
O (-2.960, 0.393, 0.643)
H (3.780, 1.410, -0.096)
H (4.033, -1.169, -0.031)
H (1.469, 2.414, -0.115)
H (1.976, -2.522, 0.161)
H (-0.825, 2.147, -0.928)
H (-0.648, 1.738, 1.782)
H (-1.992, -1.040, 1.483)
H (-0.669, -2.137, -1.410)
H (-2.835, -0.816, -1.741)
H (-2.780, 1.221, 1.014)

---

Here is the molecule C6H9N from the Open Molecules 2025 dataset. Energies are from wB97M-V/def2-TZVPD.

Frontier orbital gap, eV: 11.3
SMILES: C[C@@H]1[C@H](C)[C@@H]1C#N
2S+1: 1
HOMO level, eV: -10.41

Cartesian coordinates (Å):
C (-1.371, -0.806, -0.531)
C (-0.242, 0.063, -1.034)
C (1.049, 0.141, -0.276)
C (1.332, -0.733, 0.924)
C (0.097, 1.328, -0.271)
C (-0.748, 1.606, 0.864)
N (-1.481, 1.788, 1.742)
H (-2.352, -0.431, -0.842)
H (-1.221, -1.806, -0.937)
H (-1.399, -0.886, 0.560)
H (-0.173, 0.130, -2.118)
H (1.929, 0.336, -0.887)
H (0.425, -0.981, 1.480)
H (1.783, -1.673, 0.587)
H (2.027, -0.253, 1.619)
H (0.400, 2.211, -0.828)

---

Here is the molecule C7H12N2S from the Open Molecules 2025 dataset. Energies are from wB97M-V/def2-TZVPD.

Frontier orbital gap, eV: 8.7
SMILES: Cc1nsc(C(C)C)c1N
2S+1: 1
HOMO level, eV: -7.81

Cartesian coordinates (Å):
C (0.223, 1.037, -3.283)
C (-0.047, 0.166, -2.132)
N (-0.722, -0.985, -2.373)
S (-1.053, -1.840, -1.133)
C (-0.303, -0.984, 0.089)
C (-0.352, -1.189, 1.535)
C (-1.385, -0.130, 2.083)
C (0.985, -1.000, 2.311)
C (0.328, 0.389, -0.852)
N (1.005, 1.489, -0.258)
H (1.007, 1.733, -3.043)
H (0.357, 0.499, -4.199)
H (-0.663, 1.734, -3.765)
H (-0.701, -2.209, 1.649)
H (-2.352, -0.434, 1.856)
H (-0.921, 0.756, 1.655)
H (-1.359, -0.049, 3.108)
H (1.658, -0.030, 2.268)
H (1.620, -1.737, 1.831)
H (0.784, -1.339, 3.269)
H (1.353, 2.103, -1.027)
H (0.538, 2.021, 0.412)

---

Here is a structure of composition C22H41ClNOP3Sn from the Open Molecules 2025 dataset. Energies are from wB97M-V/def2-TZVPD.

Frontier orbital gap (alpha / beta), eV: 3.1 / 3.1
2S+1: 1
Net charge: +4
HOMO level (alpha / beta), eV: -19.23 / -19.23

Cartesian coordinates (Å):
Sn (0.614, -0.311, -0.806)
P (1.270, 2.298, -0.359)
P (0.810, -0.437, 2.754)
P (-2.307, 1.078, 1.484)
H (0.749, -2.649, -2.558)
C (0.503, -2.000, -3.396)
C (1.225, -0.978, -3.864)
H (2.253, -0.688, -3.628)
C (2.764, 2.902, -1.228)
C (1.466, 3.130, 1.287)
C (-0.047, 3.327, -1.118)
C (0.213, -2.115, 3.222)
C (2.558, -0.663, 3.254)
C (0.289, 0.492, 4.262)
C (-3.759, 1.480, 0.431)
C (-2.854, 1.989, 3.002)
C (-2.850, -0.620, 1.995)
H (-0.376, -2.285, -4.028)
H (0.810, -0.436, -4.733)
H (2.967, 2.226, -2.064)
H (3.633, 2.897, -0.552)
H (2.622, 3.922, -1.624)
H (2.339, 2.731, 1.823)
H (0.589, 2.966, 1.928)
H (1.611, 4.221, 1.188)
H (-0.302, 2.906, -2.102)
H (0.307, 4.363, -1.241)
H (-0.935, 3.309, -0.468)
H (0.568, -2.356, 4.233)
H (0.624, -2.820, 2.487)
H (-0.881, -2.133, 3.179)
H (2.590, -1.268, 4.174)
H (3.000, 0.326, 3.440)
H (3.115, -1.168, 2.455)
H (0.480, -0.129, 5.148)
H (-0.778, 0.735, 4.186)
H (0.880, 1.413, 4.321)
H (-4.556, 1.889, 1.066)
H (-4.123, 0.576, -0.085)
H (-3.469, 2.235, -0.311)
H (-3.944, 2.096, 2.964)
H (-2.389, 2.982, 2.976)
H (-2.553, 1.450, 3.911)
H (-3.943, -0.692, 1.913)
H (-2.537, -0.823, 3.028)
H (-2.386, -1.352, 1.324)
C (-2.408, -0.530, -2.180)
C (-2.768, -1.886, -1.965)
C (-3.941, -2.382, -2.557)
C (-4.724, -1.503, -3.330)
C (-4.457, -0.145, -3.394)
C (-3.332, 0.359, -2.797)
O (-1.218, 0.002, -1.965)
H (-0.576, -1.272, 0.206)
H (-2.023, -2.502, -1.449)
H (-4.223, -3.456, -2.415)
H (-5.605, -1.830, -3.867)
H (-5.068, 0.616, -3.894)
H (-3.068, 1.436, -2.931)
Cl (4.611, -4.284, -2.674)
C (4.398, -2.895, -1.731)
C (5.424, -2.258, -1.036)
C (5.129, -1.129, -0.263)
C (3.834, -0.625, -0.253)
N (2.881, -1.173, -1.042)
C (3.108, -2.400, -1.566)
H (6.415, -2.678, -1.037)
H (5.895, -0.652, 0.345)
H (3.564, 0.206, 0.415)
H (2.295, -3.034, -1.886)

---

Here is the molecule C5H9NO from the Open Molecules 2025 dataset. Energies are from wB97M-V/def2-TZVPD.

Frontier orbital gap, eV: 10.5
SMILES: [H]/N=C1/CCCCO1
2S+1: 1
HOMO level, eV: -9.64

Cartesian coordinates (Å):
H (-1.590, -0.065, 2.758)
N (-1.911, 0.120, 1.806)
C (-1.015, -0.220, 0.979)
C (-1.273, -0.130, -0.508)
C (-0.108, 0.381, -1.301)
C (1.264, -0.028, -0.745)
C (1.362, -0.380, 0.738)
O (0.148, -0.819, 1.369)
H (-1.539, -1.132, -0.850)
H (-2.103, 0.555, -0.667)
H (-0.168, 1.560, -1.206)
H (-0.130, 0.207, -2.376)
H (2.020, -0.486, -1.395)
H (1.261, 1.072, -0.830)
H (1.680, 0.525, 1.267)
H (2.101, -1.158, 0.961)

---

Here is the molecule C4H7NO2 from the Open Molecules 2025 dataset. Energies are from wB97M-V/def2-TZVPD.

Frontier orbital gap (alpha / beta), eV: 7.6 / 7.6
2S+1: 1
HOMO level (alpha / beta), eV: -7.91 / -7.90

Cartesian coordinates (Å):
C (-1.916, 0.828, 0.347)
C (0.376, 0.247, -0.009)
C (0.745, -0.630, 1.142)
C (1.189, 0.198, -1.257)
N (-2.365, -0.265, -0.051)
O (-0.532, 1.172, 0.083)
O (-1.690, -1.223, -0.494)
H (-2.510, 1.647, 0.686)
H (1.824, -0.576, 1.306)
H (0.493, -1.667, 0.925)
H (0.229, -0.319, 2.051)
H (0.523, 0.151, -2.117)
H (1.846, -0.666, -1.251)
H (1.789, 1.104, -1.359)

---

Here is a structure of composition C6H20BFO2Rb from the Open Molecules 2025 dataset. Energies are from wB97M-V/def2-TZVPD.

Frontier orbital gap, eV: 6.6
2S+1: 1
Net charge: -1
HOMO level, eV: -4.66

Cartesian coordinates (Å):
Rb (1.379, -0.389, 0.019)
F (2.410, -0.049, -2.704)
B (4.833, -1.340, 0.401)
H (4.889, -2.376, 0.953)
H (5.777, -1.325, -0.283)
H (3.832, -1.205, -0.167)
H (4.875, -0.521, 1.243)
C (-1.203, 1.526, 3.877)
C (-0.433, 0.213, 3.921)
C (-1.303, -0.980, 3.514)
O (0.610, 0.366, 2.953)
H (-1.576, 1.668, 2.860)
H (-0.590, 2.394, 4.117)
H (-2.052, 1.559, 4.562)
H (0.007, 0.107, 4.915)
H (-0.660, -1.844, 3.363)
H (-1.765, -0.724, 2.561)
H (-2.067, -1.111, 4.281)
H (1.182, -0.403, 2.905)
C (-1.328, -0.398, -4.616)
C (-1.165, 0.661, -3.513)
C (-2.536, 0.988, -2.909)
O (-0.338, 0.250, -2.444)
H (-1.565, -1.363, -4.167)
H (-0.333, -0.536, -5.050)
H (-2.033, -0.052, -5.368)
H (-0.739, 1.567, -3.967)
H (-3.121, 0.062, -2.945)
H (-3.108, 1.610, -3.608)
H (-2.478, 1.438, -1.924)
H (0.597, 0.207, -2.779)

---

Here is a cluster of 2 separate species, C4H12O2 in total from the Open Molecules 2025 dataset. Energies are from wB97M-V/def2-TZVPD.

Frontier orbital gap, eV: 10.4
SMILES: CCOCC.O
2S+1: 1
HOMO level, eV: -9.53

Cartesian coordinates (Å):
C (0.000, 0.000, 0.000)
C (1.314, 0.054, -0.720)
O (2.033, -1.202, -0.526)
C (1.914, -2.027, -1.697)
C (2.713, -3.353, -1.622)
H (0.197, 0.083, 1.082)
H (-0.522, -0.953, -0.191)
H (-0.661, 0.830, -0.302)
H (1.150, 0.139, -1.812)
H (1.931, 0.917, -0.404)
H (0.868, -2.359, -1.846)
H (2.191, -1.391, -2.560)
H (2.784, -3.878, -2.590)
H (2.324, -4.058, -0.868)
H (3.725, -3.036, -1.319)
O (-2.710, -1.163, 1.905)
H (-3.669, -1.131, 2.123)
H (-2.261, -0.834, 2.716)

---

Here is the molecule C13H26N2O3 from the Open Molecules 2025 dataset. Energies are from wB97M-V/def2-TZVPD.

Frontier orbital gap, eV: 10.2
SMILES: COC(=O)[C@H](CC(C)C)NC(=O)[C@@H](N)CC(C)C
2S+1: 1
HOMO level, eV: -9.32

Cartesian coordinates (Å):
C (-4.406, -3.130, 0.297)
O (-3.624, -1.985, 0.618)
C (-2.638, -1.688, -0.229)
O (-2.384, -2.322, -1.219)
C (-1.899, -0.426, 0.197)
C (-2.815, 0.786, -0.056)
C (-2.208, 2.114, 0.425)
C (-3.318, 3.069, 0.862)
C (-1.363, 2.766, -0.666)
N (-0.649, -0.355, -0.511)
C (0.539, -0.267, 0.117)
O (0.655, -0.105, 1.314)
C (1.733, -0.400, -0.841)
N (1.366, 0.165, -2.136)
C (3.016, 0.178, -0.213)
C (4.097, -0.870, 0.070)
C (5.406, -0.177, 0.447)
C (3.664, -1.809, 1.192)
H (-3.769, -4.014, 0.228)
H (-4.913, -2.986, -0.659)
H (-5.128, -3.240, 1.102)
H (-1.664, -0.484, 1.266)
H (-3.747, 0.598, 0.478)
H (-3.040, 0.847, -1.123)
H (-1.565, 1.909, 1.286)
H (-3.887, 2.649, 1.688)
H (-2.896, 4.017, 1.186)
H (-3.999, 3.262, 0.036)
H (-0.908, 3.681, -0.294)
H (-0.573, 2.096, -0.991)
H (-1.982, 3.018, -1.526)
H (-0.650, -0.548, -1.503)
H (1.857, -1.479, -1.003)
H (1.317, 1.178, -2.071)
H (2.074, -0.060, -2.826)
H (2.752, 0.669, 0.726)
H (3.425, 0.937, -0.887)
H (4.267, -1.458, -0.841)
H (5.751, 0.467, -0.360)
H (6.181, -0.911, 0.653)
H (5.265, 0.432, 1.337)
H (3.484, -1.243, 2.103)
H (4.435, -2.551, 1.388)
H (2.744, -2.329, 0.938)

---

Here is a structure of composition C9H11N3 from the Open Molecules 2025 dataset. Energies are from wB97M-V/def2-TZVPD.

Frontier orbital gap, eV: 7.6
2S+1: 1
HOMO level, eV: -8.13

Cartesian coordinates (Å):
C (-3.736, 0.373, 0.040)
C (-2.266, -0.144, -0.049)
C (-1.932, -1.503, -0.054)
C (-0.492, -1.748, -0.108)
C (0.482, -0.831, -0.071)
C (2.654, -0.324, -0.114)
C (1.078, 1.720, 0.030)
C (0.045, 0.391, 0.176)
C (-1.237, 0.728, -0.250)
H (-4.101, -0.444, 0.957)
H (-3.800, 1.665, 0.310)
H (-4.350, 0.274, -1.086)
H (-2.544, -2.309, 0.426)
H (0.129, -2.800, -0.038)
H (4.101, -1.517, -0.339)
H (3.976, -0.377, 1.573)
H (3.392, 1.511, -0.867)
H (0.888, 2.278, -0.908)
H (0.830, 2.306, 0.789)
H (-1.461, 1.688, -0.253)
N (1.836, -1.371, -0.156)
N (4.011, -0.602, -0.014)
N (2.498, 1.035, 0.007)

---

Number 1: electronic energy -153408.074 eV. Number 2: electronic energy -224809.331 eV. Number 3: electronic energy -130154.994 eV. Number 4: electronic energy -19729.771 eV. Number 5: electronic energy -7857.109 eV. Number 6: electronic energy -21266.006 eV. Number 7: electronic energy -73189.677 eV. Number 8: electronic energy -8866.418 eV. Number 9: electronic energy -9842.379 eV. Number 10: electronic energy -14690.803 eV. Number 11: electronic energy -8436.772 eV. Number 12: electronic energy -23026.877 eV. Number 13: electronic energy -13972.749 eV.